Entry 1:
A 3-piece molecular cluster, C18H32BN6O9S overall, computed with ωB97M-V/def2-TZVPD.

Each line ends with the Löwdin charge.
Element x y z (Å)
1 C 2.976 3.317 0.627  0.015
2 B 4.040 3.397 -0.586  -0.423
3 O 4.318 2.162 -1.301  0.103
4 N 4.749 4.636 -1.086  0.140
5 C 4.124 5.852 -1.515  -0.072
6 C 2.615 6.325 -1.577  -0.086
7 C 1.569 5.251 -2.139  -0.181
8 C 2.046 4.445 -3.441  -0.220
9 C 1.500 2.920 -3.317  -0.467
10 S -0.363 2.807 -3.409  0.916
11 C -0.857 3.037 -1.625  -0.532
12 N -1.701 4.036 -1.043  0.025
13 N -1.686 3.758 0.306  0.000
14 C -0.847 2.622 0.562  -0.075
15 O -0.311 2.139 -0.666  -0.093
16 N 5.252 6.678 -1.919  0.125
17 N 6.365 5.979 -1.698  0.110
18 N 6.103 4.750 -1.192  -0.080
19 C 7.175 3.760 -0.825  -0.017
20 C 7.460 2.873 -2.136  -0.173
21 O 7.549 1.638 -2.044  0.063
22 H 2.786 4.372 1.009  0.087
23 H 2.014 2.821 0.226  0.073
24 H 3.409 2.599 1.405  0.108
25 H 4.274 2.345 -2.270  0.112
26 H 2.586 7.233 -2.289  0.147
27 H 2.312 6.725 -0.551  0.143
28 H 1.441 4.464 -1.302  0.089
29 H 0.587 5.801 -2.352  0.140
30 H 3.175 4.367 -3.580  0.104
31 H 1.547 4.876 -4.381  0.124
32 H 1.814 2.512 -2.296  0.062
33 H 1.927 2.261 -4.164  0.103
34 H -0.641 2.203 1.606  0.151
35 H 8.122 4.333 -0.500  0.163
36 H 6.888 3.128 0.096  0.164
37 H 7.532 3.450 -3.135  0.152
38 C -1.407 -2.539 3.572  -0.060
39 C -2.181 -3.328 2.534  -0.229
40 O -2.478 -2.515 1.392  0.022
41 C -1.467 -2.343 0.526  -0.586
42 O -0.358 -2.811 0.623  0.125
43 O -1.895 -1.534 -0.459  0.004
44 C -0.887 -1.199 -1.409  -0.048
45 H -1.936 -1.616 3.826  0.083
46 H -1.266 -3.128 4.481  0.085
47 H -0.423 -2.248 3.195  0.073
48 H -3.138 -3.641 2.956  0.116
49 H -1.647 -4.236 2.238  0.132
50 H -0.402 -2.092 -1.808  0.101
51 H -0.152 -0.534 -0.951  0.082
52 H -1.365 -0.670 -2.235  0.093
53 C -7.256 -9.452 2.334  -0.067
54 C -6.599 -8.701 3.476  -0.215
55 O -5.447 -7.981 3.017  0.031
56 C -5.704 -6.824 2.387  -0.587
57 O -6.795 -6.349 2.187  0.124
58 O -4.532 -6.296 1.993  0.004
59 C -4.665 -5.098 1.230  -0.045
60 H -6.528 -10.086 1.821  0.082
61 H -8.073 -10.077 2.702  0.081
62 H -7.659 -8.764 1.588  0.075
63 H -6.245 -9.414 4.224  0.123
64 H -7.303 -8.031 3.976  0.125
65 H -5.281 -4.361 1.750  0.105
66 H -5.087 -5.327 0.249  0.106
67 H -3.671 -4.677 1.089  0.065

Cartesian forces, eV/Å:
0.47 0.39 -0.78
-0.95 -3.82 -0.33
-0.79 3.34 0.47
-1.71 2.09 -0.32
3.81 -0.16 -0.07
0.25 0.31 -0.78
0.75 -0.56 0.51
-1.23 -0.90 -0.14
0.81 0.56 0.30
0.08 0.25 2.08
-1.02 1.66 1.40
3.75 -4.65 -0.89
3.02 -4.02 0.49
-2.46 3.63 -2.17
-2.10 2.69 0.94
-1.21 -3.56 1.39
-1.28 -0.57 0.49
-1.04 2.93 -0.91
0.65 -0.52 0.25
-0.01 -2.97 0.69
-0.21 4.38 -0.42
0.00 -1.60 0.01
1.49 0.83 0.65
-0.62 1.13 -0.79
0.57 -0.46 0.76
0.52 -1.37 1.16
0.46 -0.72 -1.26
-0.23 1.38 -1.27
1.40 -0.97 0.56
-1.32 0.41 0.17
1.09 -0.43 1.33
-0.38 0.24 -1.50
-0.84 0.99 1.38
-0.17 0.41 -2.15
-1.63 -0.53 -0.82
0.08 0.89 -1.74
-0.03 -0.71 1.34
0.22 0.24 -0.09
0.24 -0.20 0.77
0.18 0.02 -0.56
-0.06 0.05 0.26
-0.41 0.19 -0.12
0.04 -0.24 0.24
0.22 0.10 -0.36
-0.10 -0.16 0.06
-0.06 0.03 -0.08
-0.04 -0.16 0.01
0.01 0.20 -0.25
0.04 0.21 -0.11
0.01 0.08 0.19
0.05 -0.19 -0.04
-0.19 -0.06 0.23
0.00 0.11 -0.29
-0.54 -0.44 0.09
0.13 0.56 -0.04
-0.08 -0.30 -0.07
0.46 -0.09 0.12
-0.24 -0.11 0.25
0.00 0.29 -0.34
-0.04 -0.04 0.17
0.09 0.04 0.01
-0.04 0.00 0.15
0.26 0.21 -0.12
0.14 0.09 -0.20
-0.06 -0.16 -0.10
-0.12 0.08 0.15
-0.10 -0.33 0.04

Maximum force ... 0.11737 Eh/bohr
Kohn-Sham gap ... 6.81 eV
Total charge ... +1
Spin multiplicity ... 1


Entry 2:
C2H3FOPb as an isolated structure, computed with ωB97M-V/def2-TZVPD.

Each line ends with the Löwdin charge.
Element x y z (Å)
1 C 0.834 -0.298 -0.508  -0.322
2 C 0.678 0.504 0.561  -0.242
3 H 0.918 -1.387 -0.477  0.130
4 F 0.971 0.201 -1.724  0.037
5 H 0.720 0.040 1.551  0.055
6 H 0.737 1.591 0.455  0.074
7 O -3.051 -0.863 -0.368  -0.876
8 Pb -1.807 0.213 0.509  1.143

Cartesian forces, eV/Å:
0.88 -0.09 1.23
1.86 -0.71 -0.73
-0.18 0.35 -0.03
-0.18 0.25 -0.64
-0.03 0.36 -0.39
-0.12 -0.45 0.16
-0.76 -1.32 -1.12
-1.48 1.62 1.51

Maximum force ... 0.05180 Eh/bohr
Kohn-Sham gap ... 8.11 eV
Total charge ... 0
Spin multiplicity ... 1


Entry 3:
A 2-piece molecular cluster, C7H11N overall, computed with ωB97M-V/def2-TZVPD.

Each line ends with the Löwdin charge.
Element x y z (Å)
1 C 0.127 0.735 -0.105  -0.083
2 C -1.082 1.398 -0.004  -0.055
3 C -2.281 0.654 0.043  -0.100
4 C -2.325 -0.700 0.105  -0.102
5 C -1.113 -1.342 -0.079  -0.099
6 C 0.082 -0.705 -0.286  -0.123
7 H 1.080 1.160 -0.197  0.049
8 H -1.138 2.447 -0.122  0.089
9 H -3.139 1.263 0.175  0.090
10 H -3.273 -1.145 0.250  0.093
11 H -0.974 -2.505 0.060  0.142
12 H 0.972 -1.259 -0.259  0.061
13 C 2.687 0.018 -0.584  -0.213
14 N 2.388 0.045 0.875  -0.063
15 H 3.205 0.825 -0.981  0.043
16 H 3.351 -0.885 -0.918  0.112
17 H 1.742 0.118 -1.195  0.063
18 H 1.674 -0.580 1.015  -0.010
19 H 3.216 -0.099 1.511  0.106

Cartesian forces, eV/Å:
-2.32 -1.98 -1.27
0.22 -1.69 -0.65
0.91 1.76 0.58
0.62 0.48 -0.43
0.80 -3.98 0.47
-2.05 2.56 1.66
-0.06 1.49 0.30
0.02 1.03 0.37
-1.06 0.16 -0.09
-0.55 -0.89 0.12
-0.85 2.28 -0.54
0.35 -0.97 -0.67
0.67 -2.59 -0.55
4.03 1.83 -0.52
1.43 1.98 0.19
-1.50 1.16 0.46
1.95 -1.00 0.56
-1.26 -1.60 1.34
-1.34 -0.02 -1.33

Maximum force ... 0.08673 Eh/bohr
Kohn-Sham gap ... 9.94 eV
ΔE to the lowest compared entry with this formula, charge and spin ... 67.8 kcal/mol
Total charge ... 0
Spin multiplicity ... 1


Q: What is the formula in the third record?
A: C7H11N